{"formula": "C24H61NO9S", "method": "ωB97M-V/def2-TZVPD", "symbols": ["C", "O", "C", "C", "C", "C", "O", "C", "O", "N", "S", "H", "H", "H", "H", "H", "H", "H", "H", "H", "H", "H", "H", "H", "C", "C", "C", "O", "H", "H", "H", "H", "H", "H", "H", "H", "C", "C", "C", "O", "H", "H", "H", "H", "H", "H", "H", "H", "C", "C", "C", "O", "H", "H", "H", "H", "H", "H", "H", "H", "C", "C", "C", "O", "H", "H", "H", "H", "H", "H", "H", "H", "C", "C", "C", "O", "H", "H", "H", "H", "H", "H", "H", "H", "C", "C", "C", "O", "H", "H", "H", "H", "H", "H", "H", "H"], "positions_angstrom": [[-3.5863, -3.4877, -1.0225], [-2.7189, -4.3825, -1.6677], [-1.4710, -3.8207, -2.0352], [-0.7530, -3.0170, -0.9375], [0.7650, -3.2655, -0.9575], [1.5911, -1.9976, -1.1072], [1.2020, -1.2878, -2.3065], [1.0530, 0.0566, -2.1503], [1.9521, 0.8162, -2.3465], [-0.2527, 0.5212, -1.8262], [-0.5483, 0.7159, -0.1547], [-3.7166, -2.5606, -1.5835], [-4.5534, -3.9764, -0.9571], [-3.2797, -3.2680, -0.0021], [-1.6035, -3.1712, -2.9033], [-0.8282, -4.6573, -2.2766], [-1.1144, -3.2662, 0.0525], [-0.9177, -1.9642, -1.1275], [1.0935, -3.7219, -0.0270], [1.0301, -3.9418, -1.7655], [2.6312, -2.2871, -1.2218], [1.4676, -1.3669, -0.2347], [-0.9793, -0.0158, -2.2801], [-0.7512, 2.0441, -0.0476], [0.4668, -8.8050, -2.1241], [0.0726, -7.8500, -1.0074], [-0.7156, -8.5606, 0.0822], [-0.6857, -6.7608, -1.5322], [-0.4246, -9.2257, -2.5974], [1.0302, -8.2795, -2.8957], [1.0763, -9.6274, -1.7468], [0.9706, -7.4051, -0.5756], [-1.6420, -8.9737, -0.3260], [-0.9895, -7.8620, 0.8730], [-0.1391, -9.3763, 0.5209], [-1.4930, -7.1226, -1.9148], [-1.6998, 4.8864, 2.3508], [-1.2392, 3.4792, 2.6876], [-1.1014, 3.2611, 4.1820], [0.0315, 3.2147, 2.0582], [-0.9814, 5.6227, 2.7202], [-1.7748, 5.0192, 1.2717], [-2.6697, 5.1057, 2.7943], [-1.9437, 2.7568, 2.2690], [-0.3482, 3.9399, 4.5815], [-0.7579, 2.2471, 4.3846], [-2.0395, 3.4254, 4.7146], [0.6609, 3.8506, 2.4208], [-0.3234, -4.8529, -6.0088], [-1.2815, -3.8297, -6.6006], [-0.7031, -3.1750, -7.8458], [-1.6043, -2.8403, -5.6251], [0.6116, -4.3705, -5.7099], [-0.7551, -5.3098, -5.1174], [-0.0901, -5.6401, -6.7274], [-2.2248, -4.3167, -6.8505], [0.2211, -2.6435, -7.6024], [-1.4028, -2.4455, -8.2543], [-0.4813, -3.9149, -8.6162], [-0.7874, -2.3918, -5.3804], [4.0905, 3.1190, 5.8825], [2.6847, 2.7001, 6.2884], [2.6136, 1.2097, 6.5857], [1.7538, 3.0405, 5.2675], [4.3912, 2.5959, 4.9723], [4.1238, 4.1888, 5.6727], [4.8137, 2.8951, 6.6689], [2.3779, 3.2631, 7.1717], [2.8753, 0.6343, 5.6940], [1.6009, 0.9260, 6.8752], [3.2968, 0.9319, 7.3902], [1.9688, 2.5529, 4.4608], [-3.0669, 9.5902, 0.1354], [-2.6747, 8.1573, 0.4617], [-3.1710, 7.1921, -0.6050], [-3.1812, 7.7880, 1.7451], [-4.1553, 9.6876, 0.0959], [-2.7047, 10.2706, 0.9062], [-2.6588, 9.9039, -0.8264], [-1.5891, 8.0870, 0.5423], [-4.2625, 7.2215, -0.6663], [-2.8852, 6.1693, -0.3631], [-2.7651, 7.4434, -1.5857], [-4.1420, 7.8394, 1.7041], [3.5331, 3.1356, 0.7675], [3.6480, 1.8661, 1.5955], [3.3587, 0.6304, 0.7623], [2.7523, 1.9259, 2.7095], [2.5191, 3.2394, 0.3710], [3.7402, 4.0131, 1.3820], [4.2297, 3.1246, -0.0713], [4.6498, 1.7961, 2.0221], [2.3410, 0.6743, 0.3680], [3.4406, -0.2708, 1.3729], [4.0486, 0.5481, -0.0783], [1.8502, 1.9825, 2.3585]], "atomic_forces_ev_per_a": [[-0.350, -0.208, -0.120], [0.169, -0.076, 0.124], [0.101, 0.194, 0.462], [0.432, -0.287, -0.225], [-0.025, 0.513, -0.155], [-0.231, -0.670, -0.165], [-0.470, 0.039, -0.054], [0.412, 0.491, -0.352], [0.099, -0.018, 0.260], [-0.105, -0.180, -0.018], [-0.128, 0.001, 0.284], [0.077, 0.193, -0.065], [-0.143, -0.077, -0.062], [0.180, 0.185, 0.120], [-0.031, -0.059, -0.254], [-0.179, -0.158, -0.303], [-0.295, -0.031, 0.103], [-0.219, 0.265, 0.295], [0.047, -0.219, 0.080], [0.061, -0.149, -0.116], [0.266, 0.272, 0.083], [0.037, 0.248, 0.121], [-0.005, -0.187, 0.159], [0.201, -0.024, -0.329], [0.105, 0.082, -0.070], [-0.279, -0.279, -0.133], [0.011, 0.099, 0.116], [0.297, -0.089, 0.092], [-0.022, -0.042, 0.065], [0.023, 0.008, 0.027], [-0.015, -0.011, -0.002], [-0.018, 0.098, -0.021], [0.036, -0.053, -0.046], [0.033, 0.007, 0.001], [-0.010, -0.012, -0.011], [-0.087, 0.119, 0.036], [0.074, -0.090, -0.128], [0.075, 0.253, 0.275], [-0.064, -0.074, -0.035], [-0.080, -0.161, -0.117], [-0.039, 0.001, 0.092], [-0.036, -0.022, -0.009], [0.002, 0.031, 0.008], [0.134, -0.078, -0.115], [-0.038, 0.020, 0.082], [-0.019, -0.003, 0.040], [-0.037, 0.026, -0.087], [-0.012, 0.065, -0.005], [-0.093, -0.080, 0.096], [0.417, 0.045, 0.009], [-0.115, 0.070, -0.048], [-0.201, 0.021, 0.008], [0.023, 0.019, -0.074], [-0.026, -0.005, -0.019], [0.018, 0.010, -0.003], [-0.067, 0.055, 0.066], [0.042, -0.068, 0.016], [-0.024, -0.030, -0.003], [0.018, 0.000, 0.006], [0.033, -0.008, -0.004], [0.034, 0.119, 0.016], [0.239, -0.274, -0.366], [-0.101, -0.043, 0.067], [-0.232, 0.219, 0.230], [-0.019, -0.070, 0.019], [-0.015, 0.005, 0.038], [-0.001, -0.004, -0.004], [-0.077, 0.043, -0.031], [0.070, 0.039, -0.010], [0.004, 0.029, 0.032], [0.007, -0.005, -0.008], [0.361, -0.019, 0.070], [0.097, 0.084, 0.100], [-0.369, 0.078, -0.156], [0.061, -0.096, 0.045], [0.176, -0.033, 0.002], [-0.008, -0.046, -0.068], [0.034, -0.013, -0.009], [-0.018, -0.002, -0.008], [0.008, -0.043, 0.096], [-0.003, 0.076, -0.030], [0.035, -0.002, -0.005], [-0.016, 0.009, -0.003], [-0.023, 0.009, 0.016], [-0.001, 0.127, 0.087], [-0.171, 0.051, -0.260], [0.039, -0.160, 0.099], [-0.169, -0.034, 0.118], [0.014, -0.087, -0.059], [0.052, -0.017, 0.016], [-0.019, -0.009, -0.019], [-0.025, 0.008, 0.113], [0.068, 0.112, -0.013], [0.049, 0.013, 0.028], [-0.027, 0.019, -0.029], [-0.018, -0.058, -0.090]], "smiles": "COCCCCOC(=O)NS.CC(C)O.CC(C)O.CC(C)O.CC(C)O.CC(C)O.CC(C)O", "max_force_ev_per_a": 0.73, "e_tot_ha": -2081.0698, "multiplicity": 1, "e_above_lowest_kcal_mol": 0.0}

=====

{"formula": "C24H62ClN4O13", "method": "ωB97M-V/def2-TZVPD", "symbols": ["Cl", "O", "O", "O", "O", "O", "H", "H", "C", "O", "C", "C", "N", "C", "C", "O", "C", "H", "H", "H", "H", "H", "H", "H", "H", "H", "H", "H", "H", "H", "H", "H", "C", "O", "C", "C", "N", "C", "C", "O", "C", "H", "H", "H", "H", "H", "H", "H", "H", "H", "H", "H", "H", "H", "H", "H", "C", "O", "C", "C", "N", "C", "C", "O", "C", "H", "H", "H", "H", "H", "H", "H", "H", "H", "H", "H", "H", "H", "H", "H", "C", "O", "C", "C", "N", "C", "C", "O", "C", "H", "H", "H", "H", "H", "H", "H", "H", "H", "H", "H", "H", "H", "H", "H"], "positions_angstrom": [[2.8809, 1.2313, 2.5122], [1.9658, 0.0861, 2.6741], [4.0430, 0.8597, 3.3079], [3.3470, 1.4037, 1.1193], [2.2852, 2.4272, 3.1023], [2.6374, 1.5420, 6.2317], [2.6961, 2.0684, 5.4344], [2.8502, 0.6528, 5.9484], [-6.4919, 2.1845, 0.7295], [-5.6036, 2.1660, 1.8298], [-4.2788, 1.6456, 1.4865], [-3.7664, 1.4078, 2.9291], [-2.4868, 0.8719, 2.8965], [-1.6594, 0.9486, 4.1001], [-1.7063, 2.2596, 4.8673], [-2.8047, 2.7802, 5.6857], [-3.3413, 1.7442, 6.5233], [-7.4959, 2.3189, 1.1321], [-6.5201, 1.2726, 0.1331], [-6.3428, 3.0853, 0.1342], [-3.6582, 2.3519, 0.9352], [-4.4008, 0.7212, 0.9220], [-4.3064, 0.6589, 3.5083], [-3.8439, 2.3425, 3.4845], [-2.2373, 0.2731, 2.1224], [-0.6868, 0.8462, 3.6189], [-1.8842, 0.1547, 4.8124], [-1.3610, 3.0247, 4.1721], [-1.0539, 2.1374, 5.7320], [-2.6544, 1.6102, 7.3590], [-3.5602, 0.8166, 5.9943], [-4.3576, 1.9404, 6.8649], [-6.1734, -1.4070, 1.5652], [-6.8589, -2.6684, 1.6360], [-6.6784, -3.6481, 0.6378], [-5.2215, -4.3597, 0.8282], [-4.1127, -3.8523, 0.0686], [-2.8677, -4.6001, 0.4518], [-1.5811, -3.7305, 0.4304], [-1.7001, -2.7110, 1.4159], [-0.8033, -1.5900, 1.1258], [-5.2002, -1.5741, 2.0267], [-6.6819, -0.6256, 2.1299], [-6.0665, -1.1044, 0.5235], [-6.7123, -3.0772, -0.2901], [-7.4136, -4.4508, 0.6954], [-5.2769, -5.3995, 0.5059], [-4.9476, -4.2928, 1.8811], [-3.9779, -2.9119, 0.4113], [-2.7315, -5.5370, -0.0884], [-2.9049, -4.8964, 1.5000], [-1.4951, -3.3849, -0.5997], [-0.7370, -4.3567, 0.7194], [-1.4144, -0.9823, 0.4584], [0.1572, -1.8029, 0.6564], [-0.6202, -0.9048, 1.9535], [5.5216, -4.6076, 2.3105], [5.4323, -3.9115, 1.0171], [4.2194, -3.2482, 0.9265], [4.1914, -2.4737, -0.3945], [5.0538, -1.3096, -0.3796], [5.0763, -0.5097, -1.5621], [5.9576, -1.0097, -2.7354], [6.0312, -0.0955, -3.8657], [6.9972, -0.4266, -4.8126], [5.3654, -3.8989, 3.1238], [6.4944, -5.0766, 2.4581], [4.8198, -5.4407, 2.3496], [4.1121, -2.5054, 1.7170], [3.4023, -3.9633, 1.0215], [3.1564, -2.1413, -0.4747], [4.2958, -3.2887, -1.1108], [4.7681, -0.7519, 0.4125], [5.6460, 0.3810, -1.2969], [4.1156, -0.1117, -1.8890], [5.5973, -1.9176, -3.2192], [6.9526, -1.2909, -2.3904], [6.6863, -1.2291, -5.4815], [7.9638, -0.6480, -4.3599], [7.2384, 0.4546, -5.4071], [0.2839, 2.4274, -0.4713], [-0.1659, 2.4513, -1.8044], [0.8857, 2.2194, -2.7472], [0.1710, 2.0416, -4.1391], [1.0817, 1.9184, -5.3189], [0.7600, 2.6742, -6.5845], [1.9808, 3.1443, -7.4741], [2.9307, 4.1067, -6.8093], [2.3411, 5.3036, -6.3298], [0.9457, 3.2644, -0.2488], [0.8286, 1.5284, -0.1828], [-0.5640, 2.4497, 0.2133], [1.5585, 1.4047, -2.4793], [1.5224, 3.1024, -2.8039], [-0.1658, 3.0717, -4.2560], [-0.7073, 1.3999, -4.0692], [2.0183, 2.1765, -5.0429], [0.0710, 3.5173, -6.5347], [0.2478, 1.9807, -7.2514], [1.5908, 3.5774, -8.3952], [2.6662, 2.3515, -7.7737], [2.9900, 6.0264, -5.8352], [1.6534, 4.9523, -5.5605], [1.7977, 5.9647, -7.0049]], "atomic_forces_ev_per_a": [[1.360, -1.689, 1.231], [-0.199, 1.211, -1.178], [0.055, 0.593, -0.229], [-1.414, 0.133, 1.284], [0.074, -0.437, -1.161], [-0.147, 0.063, 0.651], [0.027, 0.085, -0.497], [0.098, -0.137, -0.274], [-0.572, 0.813, 0.692], [0.403, -0.553, -1.530], [-1.735, 0.148, 2.589], [-0.626, -0.599, -0.826], [2.253, 0.945, 0.025], [-1.141, -0.509, -1.233], [0.922, 0.512, 1.318], [-1.715, -1.189, -1.305], [-0.089, 0.337, -0.534], [-0.097, -0.153, 0.204], [0.399, -0.055, -0.111], [0.343, -0.138, -0.524], [-0.045, 0.156, 0.041], [0.131, -0.145, -0.098], [-1.663, 0.188, -0.257], [0.232, 0.122, -0.149], [0.060, 0.102, 0.592], [0.667, 0.013, 1.214], [0.221, -0.525, -0.032], [-0.247, 0.444, 0.453], [1.459, -0.213, -0.781], [-0.104, -0.408, 0.170], [0.759, -0.244, -0.208], [0.196, 1.028, 0.269], [0.270, -1.542, -0.278], [-1.380, 0.281, 1.174], [3.311, 0.555, 0.210], [-1.609, -0.111, -0.528], [1.404, 0.282, -0.310], [0.196, 1.029, 0.922], [-1.247, -0.688, -0.018], [1.131, 0.566, -0.297], [-1.517, 0.436, -0.433], [0.357, 0.396, -0.137], [-0.308, -0.334, -0.022], [0.107, 0.150, -0.145], [-0.028, -0.654, -0.666], [-0.283, 0.506, 0.227], [-0.466, -0.280, 0.411], [-0.532, -0.308, 0.462], [0.410, 0.384, -0.182], [-0.106, 0.226, -0.477], [-0.431, -0.188, 0.393], [0.448, 0.608, 0.014], [0.178, -0.178, -0.376], [0.380, 0.258, -0.645], [-0.116, -0.558, 0.106], [0.044, -0.848, 0.601], [0.174, 0.486, -1.231], [1.212, -1.605, 1.903], [0.050, 1.286, -0.283], [-1.405, -0.737, 1.042], [0.600, -1.504, -0.279], [1.413, 1.597, -0.921], [-0.525, -1.090, -1.223], [-0.359, 0.569, 1.514], [0.538, 0.378, 0.027], [-0.207, -0.010, 0.037], [0.229, 0.373, -0.472], [-0.467, 0.162, 0.030], [-0.050, 0.041, 0.504], [-0.395, -0.016, -0.254], [-0.539, 0.020, -0.299], [0.824, 0.673, -0.808], [0.087, 0.288, 0.044], [-0.220, 0.369, 0.300], [-0.410, -0.380, -0.354], [-0.452, -0.524, 0.400], [0.232, 0.442, 0.299], [-0.025, -0.263, -0.001], [0.093, -0.525, 0.283], [-0.506, 0.142, -0.162], [0.189, -0.040, 0.757], [0.481, -0.654, -0.604], [-0.746, -0.193, -0.843], [1.072, 2.492, -0.008], [0.087, 0.054, -0.481], [0.967, -0.812, -0.343], [0.734, 0.872, 1.987], [-0.643, -0.333, -1.290], [-1.045, -0.524, 1.029], [0.036, 0.198, 0.003], [0.209, -0.276, -0.400], [-0.222, 0.285, -0.258], [-0.285, -0.438, 0.240], [0.129, 0.262, -0.066], [-1.099, 0.085, 0.146], [0.437, -0.430, -0.299], [0.102, -0.006, 0.121], [-0.053, 0.246, 0.810], [-0.155, -0.176, -0.116], [-0.184, 0.275, 0.068], [-0.243, -0.209, 0.305], [0.929, -0.750, -0.051], [-0.447, 0.573, 0.235], [-0.218, -0.558, -0.847]], "max_force_ev_per_a": 3.36, "e_tot_ha": -2608.4473, "total_charge": -1, "multiplicity": 1, "e_above_lowest_kcal_mol": 67.2}